{"formula": "C16H32Cl16F4MgN2O8S4", "method": "ωB97M-V with the def2-TZVPD basis set", "total_energy_ha": -10895.61949, "lumo_energy_ev": -3.1563, "spin_multiplicity": 1, "relative_energy_kcal_mol": 31.1, "elements": ["Mg", "N", "S", "O", "O", "F", "S", "O", "O", "F", "N", "S", "O", "O", "F", "S", "O", "O", "F", "Cl", "C", "C", "Cl", "H", "H", "H", "H", "Cl", "C", "C", "Cl", "H", "H", "H", "H", "Cl", "C", "C", "Cl", "H", "H", "H", "H", "Cl", "C", "C", "Cl", "H", "H", "H", "H", "Cl", "C", "C", "Cl", "H", "H", "H", "H", "Cl", "C", "C", "Cl", "H", "H", "H", "H", "Cl", "C", "C", "Cl", "H", "H", "H", "H", "Cl", "C", "C", "Cl", "H", "H", "H", "H"], "coordinates": [[2.51708, 0.34472, 2.22652], [1.37254, -0.18346, 0.94279], [0.50029, -1.46507, 0.60959], [1.17427, -2.41207, -0.24163], [-0.91345, -1.29409, 0.47948], [0.65542, -2.17258, 2.04379], [0.73745, 0.70621, -0.40400], [-0.43928, 1.46316, -0.13706], [0.90912, 0.13572, -1.71666], [1.94919, 1.72740, -0.32382], [5.59777, 3.00838, 3.13527], [5.25863, 4.56243, 3.25705], [3.87466, 4.91054, 3.43278], [6.06071, 5.45132, 2.48252], [5.93104, 4.70078, 4.69780], [4.79576, 2.75090, 1.68325], [4.66710, 3.79334, 0.70554], [3.68783, 1.80861, 1.82784], [5.88656, 1.84723, 0.99996], [-0.59509, -2.21074, -4.42090], [0.05482, -2.30241, -2.76925], [0.37971, -3.71948, -2.34168], [1.86361, -4.32873, -3.08739], [-0.65016, -1.76486, -2.13770], [0.97380, -1.71574, -2.72259], [-0.46381, -4.33857, -2.64924], [0.42551, -3.79285, -1.25861], [-0.67824, 6.09391, -4.44888], [-1.46786, 4.76759, -3.57077], [-0.74103, 4.49846, -2.26509], [0.79708, 3.65725, -2.54201], [-1.59433, 3.93930, -4.26070], [-2.46106, 5.15702, -3.33797], [-1.41898, 3.80635, -1.75518], [-0.60728, 5.36864, -1.63151], [-0.18706, -1.11505, 4.79612], [-1.70606, -1.66318, 4.01568], [-2.00410, -3.14724, 4.09215], [-2.40245, -3.63689, 5.75382], [-1.61629, -1.46077, 2.94605], [-2.52990, -1.04304, 4.35892], [-1.11308, -3.70534, 3.80248], [-2.78073, -3.42184, 3.38254], [1.84693, 2.25145, -5.71095], [1.31876, 0.70668, -4.94955], [2.45377, -0.26179, -4.70600], [3.43170, -0.48299, -6.18950], [0.57189, 0.30753, -5.63182], [0.81826, 1.06548, -4.05319], [1.99718, -1.21912, -4.44753], [3.06095, -0.00324, -3.84170], [0.02763, -5.48740, 0.79598], [1.73356, -5.85729, 1.15709], [2.53670, -4.65050, 1.60753], [1.99938, -4.13662, 3.23908], [2.17370, -6.30413, 0.26454], [1.62936, -6.69411, 1.84425], [2.36328, -3.82408, 0.92279], [3.58745, -4.92256, 1.65417], [0.68384, 2.02115, 3.19993], [-0.37810, 3.45234, 3.55289], [-0.54725, 4.25836, 2.24507], [0.89109, 4.53665, 1.30268], [0.11873, 4.03941, 4.31782], [-1.34217, 3.09002, 3.89535], [-1.00365, 5.19973, 2.56755], [-1.32708, 3.86668, 1.59186], [-4.98155, -2.15154, 2.50838], [-4.18761, -2.08762, 0.91450], [-3.88227, -3.51994, 0.54823], [-2.77851, -3.50037, -0.82574], [-3.27433, -1.51700, 1.05893], [-4.87663, -1.63813, 0.20422], [-4.75362, -4.14082, 0.34929], [-3.37494, -4.03296, 1.36563], [-5.55368, 0.68254, -0.59364], [-4.52851, 0.97109, -2.01502], [-3.06054, 1.06863, -1.61137], [-1.96727, 1.00432, -3.01562], [-4.83576, 1.93875, -2.40580], [-4.65006, 0.19511, -2.76417], [-2.82366, 0.21983, -0.96937], [-2.81669, 1.95117, -1.02604]], "lowdin_charge": [0.8689, -0.3590, 0.4874, -0.2880, -0.2563, -0.2856, 0.5455, -0.2514, -0.2591, -0.1899, -0.2467, 0.4512, -0.2983, -0.2588, -0.1867, 0.5893, -0.2217, -0.3981, -0.1488, 0.6084, -0.7014, -0.7149, 0.5896, 0.0259, 0.0218, 0.0558, -0.0172, 0.5513, -0.6706, -0.6601, 0.6031, 0.0561, 0.0687, 0.0424, 0.0675, 0.5533, -0.6531, -0.6676, 0.5688, 0.0376, 0.0688, 0.0474, 0.0195, 0.5097, -0.6732, -0.6564, 0.5446, 0.0513, -0.0039, 0.0199, 0.0766, 0.5892, -0.6243, -0.5990, 0.5883, 0.0791, 0.0630, 0.0332, 0.0796, 0.5977, -0.4828, -0.6736, 0.6518, 0.0849, 0.0854, 0.0832, 0.0670, 0.6096, -0.6688, -0.6616, 0.6473, 0.0352, 0.0067, 0.0821, 0.0464, 0.6097, -0.6278, -0.6500, 0.6463, 0.0674, 0.0731, 0.0434, 0.0549]}